# 1
6
Properties=species:S:1:pos:R:3:forces:R:3:mulliken_charge:R:1 method="wB97M-V/def2-TZVPD" orbital_gap_ev=7.69 fmax_ha_per_bohr=0.0554 e_lumo_ev=-1.8 spin_multiplicity=1 smiles="FC=S.II" energy_ev=-30806.536
C 1.49909 -0.08482 0.35481 1.656 -1.430 -1.828 0.04
F 0.70641 -0.02445 -0.72960 0.069 -0.628 0.142 -0.15
I -2.97429 -1.09465 -0.33093 -0.021 0.275 -0.032 0.00
H 1.28263 0.79572 0.86795 -0.214 1.123 1.643 0.31
S 2.73005 -1.13099 0.52033 -1.531 0.940 0.035 -0.20
I -3.24389 1.53919 -0.68255 0.042 -0.280 0.039 0.00

# 2
7
Properties=species:S:1:pos:R:3:forces:R:3:mulliken_charge:R:1 method="wB97M-V/def2-TZVPD" orbital_gap_ev="1.97 / 6.17" fmax_ha_per_bohr=0.0694 e_lumo_ev="-0.8 / -0.2" spin_multiplicity=2 energy_ev=-10643.453
C -2.32375 0.47971 -0.13424 -1.006 2.642 0.121 -0.32
Li -2.73933 -2.29839 0.41250 0.412 0.978 -0.154 0.48
Li 0.09185 -0.42928 -0.16326 -0.414 0.565 0.314 0.73
F 0.69006 1.16625 0.22272 1.549 -1.493 0.019 -0.91
Na -0.66180 2.43796 -0.03498 -1.555 0.723 -0.166 0.76
O -1.83161 -0.68923 -0.08486 1.069 -3.405 -0.048 -0.82
H -3.44761 0.42478 -0.04869 -0.054 -0.010 -0.086 0.07

# 3
7
Properties=species:S:1:pos:R:3:forces:R:3:mulliken_charge:R:1 method="wB97M-V/def2-TZVPD" orbital_gap_ev="7.23 / 6.75" fmax_ha_per_bohr=0.0465 e_lumo_ev="-2.4 / -2.8" spin_multiplicity=1 energy_ev=-19625.947
O 2.32828 1.31725 0.45970 0.328 -0.174 1.868 -0.31
C 1.25349 0.78904 -0.11635 -0.242 -0.269 -1.648 0.34
F -0.55856 -2.16152 -0.38314 0.627 0.812 -0.484 -0.23
H -1.92309 -0.39322 1.37909 0.012 -0.314 0.578 0.30
S -0.95082 -0.58701 -0.65283 -0.471 -0.448 2.303 0.56
N -1.99188 -0.30732 0.38582 0.847 0.818 -1.914 -0.35
N 1.84259 1.34278 -1.07229 -1.101 -0.425 -0.703 -0.31

# 4
8
Properties=species:S:1:pos:R:3:forces:R:3:mulliken_charge:R:1 method="wB97M-V/def2-TZVPD" orbital_gap_ev=9.14 fmax_ha_per_bohr=0.0942 e_lumo_ev=3.8 spin_multiplicity=1 energy_ev=-11216.394 total_charge=-1
F 2.14613 -1.40907 0.35050 -0.035 0.841 -0.174 -0.22
C -0.20961 0.11655 -0.13442 0.114 0.587 0.583 0.51
N -2.26990 -0.34876 -0.08061 0.771 0.874 0.617 -0.31
N -2.13455 0.95967 0.16598 0.827 -0.642 -0.604 -0.29
N -1.06463 -0.92540 -0.22584 1.533 1.235 -0.353 -0.29
H 2.44472 0.46156 0.16582 0.172 1.194 1.541 0.20
N -0.83347 1.32717 0.12632 0.969 -2.362 -0.367 -0.33
N 1.92131 -0.18172 -0.36775 -4.352 -1.726 -1.244 -0.27

# 5
4
Properties=species:S:1:pos:R:3:forces:R:3:mulliken_charge:R:1 method="wB97M-V/def2-TZVPD" orbital_gap_ev="8.11 / 6.35" fmax_ha_per_bohr=0.1740 e_lumo_ev="-1.1 / -2.4" spin_multiplicity=1 energy_ev=-14600.185
S 2.65445 0.66712 -1.24875 -4.399 -0.088 2.550 -0.18
C 0.52391 0.73692 -0.09050 7.501 1.696 -4.576 -0.11
F -0.12184 1.73972 -0.49420 -1.347 0.324 0.284 -0.06
H 0.16717 -0.01248 0.49734 -1.755 -1.932 1.743 0.35

# 6
5
Properties=species:S:1:pos:R:3:forces:R:3:mulliken_charge:R:1 method="wB97M-V/def2-TZVPD" orbital_gap_ev=9.67 fmax_ha_per_bohr=0.0561 e_lumo_ev=-0.3 spin_multiplicity=1 smiles=N#CI.I energy_ev=-18743.327
N -1.02870 -0.25882 -1.65271 -0.608 0.517 0.741 -0.31
I 2.02077 -0.84097 0.73809 -2.526 -1.283 -0.537 -0.08
H 3.32964 -0.16300 0.99572 2.516 1.296 0.528 0.07
I -2.67608 1.02158 0.72771 0.193 -0.110 -0.319 0.33
C -1.64563 0.24122 -0.80881 0.425 -0.420 -0.413 -0.01

# 7
7
Properties=species:S:1:pos:R:3:forces:R:3:mulliken_charge:R:1 method="wB97M-V/def2-TZVPD" orbital_gap_ev="8.54 / 7.32" fmax_ha_per_bohr=0.0787 e_lumo_ev="-1.0 / -1.1" spin_multiplicity=1 energy_ev=-22833.824
N 0.08339 0.47421 1.28667 -0.341 -0.634 -2.275 0.75
H -0.31330 0.72516 -1.33596 -0.725 3.430 -1.216 0.49
C -0.14555 -0.21126 -1.03343 0.285 -3.346 2.256 -0.75
O -0.89674 0.83012 1.85826 0.625 0.122 0.624 -0.46
O 1.25529 0.42518 1.49737 -0.777 0.581 1.432 -0.44
I -1.78467 -1.49305 -1.26868 0.723 0.418 0.143 0.17
I 1.80158 -0.75037 -1.00422 0.210 -0.571 -0.964 0.25

# 8
6
Properties=species:S:1:pos:R:3:forces:R:3:mulliken_charge:R:1 method="wB97M-V/def2-TZVPD" orbital_gap_ev="3.91 / 4.03" fmax_ha_per_bohr=0.0341 e_lumo_ev="-2.9 / -2.8" spin_multiplicity=1 energy_ev=-37373.992
S -2.49559 2.65859 -1.47356 0.211 -0.414 0.280 -0.05
I 3.10852 -0.09497 0.28246 -0.809 -0.140 -0.335 -0.05
P -2.67720 1.16701 -0.35721 0.445 -0.245 -0.081 0.30
C 1.18797 -0.90823 0.86045 0.251 1.660 0.508 -0.56
I -0.60313 -0.91595 -0.42377 0.412 0.206 -0.118 0.10
H 1.47942 -1.90645 1.11163 -0.509 -1.067 -0.253 0.26

# 9
6
Properties=species:S:1:pos:R:3:forces:R:3:mulliken_charge:R:1 method="wB97M-V/def2-TZVPD" orbital_gap_ev="7.66 / 9.13" fmax_ha_per_bohr=0.0810 e_lumo_ev="-9.5 / -10.7" spin_multiplicity=2 energy_ev=-38954.989 total_charge=+2
O -2.14168 -1.06119 -1.42226 0.472 2.348 2.443 -0.10
Lu 2.15508 0.58505 0.89808 -2.692 0.101 -0.624 1.36
O -0.09148 0.64402 0.54381 3.867 0.012 1.529 -0.59
H -0.36127 1.50906 0.20902 -0.238 0.108 -0.153 0.32
C -2.05555 -0.34332 -0.53317 -1.408 -2.855 -2.689 0.08
Li -1.66253 -0.13142 1.70432 -0.001 0.286 -0.506 0.92

# 10
5
Properties=species:S:1:pos:R:3:forces:R:3:mulliken_charge:R:1 method="wB97M-V/def2-TZVPD" orbital_gap_ev=7.09 fmax_ha_per_bohr=0.0351 e_lumo_ev=-7.6 spin_multiplicity=1 energy_ev=-10584.478 total_charge=+1
H -1.19572 -1.10054 -0.02006 -0.306 1.170 0.018 0.36
C -0.08963 0.39177 0.01967 -0.529 -1.199 -0.125 0.46
O -1.30310 -0.09767 -0.00719 0.550 -0.105 0.048 -0.39
Mg 1.76014 1.30497 -0.00742 -1.083 -1.045 0.045 1.05
O 0.82831 -0.49853 0.01500 1.367 1.179 0.015 -0.48

# 11
6
Properties=species:S:1:pos:R:3:forces:R:3:mulliken_charge:R:1 method="wB97M-V/def2-TZVPD" orbital_gap_ev=6.83 fmax_ha_per_bohr=0.0547 e_lumo_ev=3.0 spin_multiplicity=1 energy_ev=-16915.297 total_charge=-1
H -1.14650 -0.24119 -0.06757 -0.196 -0.178 0.221 0.22
C 2.12051 0.12906 -0.03758 0.624 0.848 -0.131 0.21
N -1.99677 0.37401 -0.17873 -2.103 -0.616 0.917 -0.02
S 1.23049 -1.22788 -0.01632 -1.060 -1.340 0.079 -0.57
N 2.78102 1.08273 -0.07956 0.284 0.506 0.054 -0.55
O -2.98876 -0.11675 0.37976 2.452 0.779 -1.139 -0.29

# 12
5
Properties=species:S:1:pos:R:3:forces:R:3:mulliken_charge:R:1 method="wB97M-V/def2-TZVPD" orbital_gap_ev=7.22 fmax_ha_per_bohr=0.1060 e_lumo_ev=-2.3 spin_multiplicity=1 smiles="[H]/P=N/C#N" energy_ev=-13318.724
C 1.88555 -2.82792 1.00160 0.308 0.203 1.079 0.46
H -0.35412 0.35577 -0.19422 0.157 -0.903 -2.260 0.08
N 1.26641 -1.69640 0.54213 -1.408 0.394 -0.605 -0.31
N 2.43450 -3.77864 1.47836 -1.902 3.170 -1.881 -0.40
P 0.38855 -0.33501 0.77782 2.844 -2.864 3.667 0.17

# 13
6
Properties=species:S:1:pos:R:3:forces:R:3:mulliken_charge:R:1 method="wB97M-V/def2-TZVPD" orbital_gap_ev=12.55 fmax_ha_per_bohr=0.0616 e_lumo_ev=1.0 spin_multiplicity=1 smiles=N#[N+][O-].C#N energy_ev=-7567.960
C -1.09641 -0.69183 1.24113 0.399 0.260 1.321 0.12
O 0.11332 0.82182 -0.62735 -2.231 0.700 1.710 -0.50
N 1.98862 0.59921 -1.83098 2.766 -0.594 -1.430 -0.34
H -0.81441 -0.28813 2.21631 -0.377 -0.318 -0.827 0.25
N 1.09769 0.66701 -1.19575 -0.073 0.507 -0.665 0.82
N -1.28881 -1.10807 0.19664 -0.483 -0.555 -0.109 -0.36

# 14
8
Properties=species:S:1:pos:R:3:forces:R:3:mulliken_charge:R:1 method="wB97M-V/def2-TZVPD" orbital_gap_ev="9.99 / 7.47" fmax_ha_per_bohr=0.0716 e_lumo_ev="0.6 / -4.3" spin_multiplicity=3 energy_ev=-20448.048
H -2.23276 -0.41149 0.37163 -3.054 0.096 0.503 0.45
N 0.36253 1.33858 -0.07898 -1.908 1.691 -0.749 -0.05
C -1.32662 -0.07840 0.05634 3.298 -0.917 0.605 0.00
N -0.46113 -1.08482 -0.06968 0.707 3.351 -1.350 -0.34
O 1.83569 -0.47570 -1.33827 0.027 0.358 -1.193 -0.48
N -0.85089 1.23386 0.17340 0.778 -1.486 -0.887 -0.13
O 1.60731 -0.31501 1.08269 1.713 -0.527 2.123 -0.48
S 1.06588 -0.20702 -0.19712 -1.562 -2.566 0.949 1.02

# 15
9
Properties=species:S:1:pos:R:3:forces:R:3:mulliken_charge:R:1 method="wB97M-V/def2-TZVPD" orbital_gap_ev="7.75 / 8.30" fmax_ha_per_bohr=0.0993 e_lumo_ev="-3.3 / -2.8" spin_multiplicity=1 energy_ev=-13702.068
H 2.31746 -0.19400 0.64499 -1.643 -2.943 -0.994 0.40
O -1.35049 2.01491 -0.08987 -0.598 0.140 -0.138 -0.58
N -0.37807 1.30305 -0.16057 -1.886 0.916 0.702 1.22
O 1.80716 -1.14222 0.40664 1.840 2.970 1.838 -0.14
O 0.75612 1.65712 -0.12488 1.926 0.340 -0.070 -0.60
N -0.60607 0.00305 -0.22589 4.219 -2.494 -1.442 -0.34
O 1.08496 -0.93637 -0.62696 -1.926 1.142 -0.688 -0.11
N -2.19474 -1.75334 0.25060 -0.711 -1.158 -0.129 -0.36
C -1.43633 -0.95219 -0.07405 -1.219 1.086 0.921 0.51

# 16
8
Properties=species:S:1:pos:R:3:forces:R:3:mulliken_charge:R:1 method="wB97M-V/def2-TZVPD" orbital_gap_ev="8.68 / 6.86" fmax_ha_per_bohr=0.0639 e_lumo_ev="0.7 / -3.6" spin_multiplicity=3 energy_ev=-27133.354
H -2.45430 0.51928 0.06757 -2.043 -0.413 -0.692 0.42
N -0.56010 0.92778 0.32118 -1.591 1.426 0.164 -0.59
N -1.03207 -1.15799 -0.19311 -1.053 -1.345 0.226 -0.48
N 0.21352 -1.09605 0.13343 -0.775 -0.367 -0.447 -0.21
P 2.19951 0.09286 0.54298 0.622 0.814 2.538 0.16
S 2.70953 0.47469 -1.28231 0.694 0.527 -2.234 -0.03
C -1.52981 0.05331 -0.02421 2.274 2.048 0.682 0.11
N 0.45372 0.18613 0.43447 1.871 -2.690 -0.237 0.61

# 17
8
Properties=species:S:1:pos:R:3:forces:R:3:mulliken_charge:R:1 method="wB97M-V/def2-TZVPD" orbital_gap_ev=7.44 fmax_ha_per_bohr=0.0454 e_lumo_ev=3.7 spin_multiplicity=1 smiles=[S-]n1cn[n+]([S-])n1 energy_ev=-28683.525 total_charge=-1
N 0.32337 -1.25265 0.05152 -2.176 0.847 -0.101 -0.60
C -0.81935 -0.55476 0.03644 0.318 0.330 0.027 -0.08
N 0.73451 0.92911 -0.01409 -0.091 0.276 -0.092 -0.44
N -0.60493 0.78224 -0.00021 0.722 -1.547 0.004 0.12
N 1.23567 -0.29507 0.00291 -1.830 0.855 0.104 0.62
S 2.81804 -0.71244 -0.06023 2.325 -0.009 -0.040 -0.50
H -1.82266 -0.92924 0.03681 -0.054 -0.303 0.053 0.40
S -1.86466 2.03281 -0.05315 0.786 -0.449 0.045 -0.52

# 18
9
Properties=species:S:1:pos:R:3:forces:R:3:mulliken_charge:R:1 method="wB97M-V/def2-TZVPD" orbital_gap_ev=10.22 fmax_ha_per_bohr=0.0470 e_lumo_ev=-1.7 spin_multiplicity=1 smiles="O=[N+]([O-])c1nnn[nH]1" energy_ev=-12593.848
C -0.03014 -0.06743 -0.00862 -0.791 -2.253 0.364 0.41
N -0.76626 -1.15119 0.01816 -0.462 0.338 -0.419 -0.22
H -0.56353 1.94946 0.08930 0.129 0.392 -0.133 0.27
O 1.84555 1.13415 -0.00711 -0.203 -1.443 0.079 -0.55
N -0.80768 0.98386 -0.00262 -0.414 1.431 0.030 0.27
N 1.39528 -0.02313 0.00337 1.740 0.190 -0.170 0.89
O 2.02655 -1.07452 -0.00093 -0.967 1.730 0.061 -0.46
N -2.06452 -0.68381 -0.01190 1.133 -0.960 0.229 -0.22
N -2.07574 0.58544 -0.00320 -0.164 0.576 -0.042 -0.39

# 19
9
Properties=species:S:1:pos:R:3:forces:R:3:mulliken_charge:R:1 method="wB97M-V/def2-TZVPD" orbital_gap_ev=8.95 fmax_ha_per_bohr=0.0946 e_lumo_ev=-1.2 spin_multiplicity=1 energy_ev=-12591.973
N -1.27070 -0.38814 0.17811 -2.682 -3.865 1.238 -0.79
N -0.71421 0.66626 0.13599 -0.515 -1.211 0.767 0.86
H -1.83706 -0.87018 0.98136 1.800 2.301 -1.658 0.29
N 2.72097 1.44832 -0.10334 -0.354 1.108 -0.783 -0.42
O 1.58049 2.75663 -1.82804 0.048 -0.516 -1.489 -0.26
C 2.17499 2.14775 -0.85499 1.013 -0.859 0.666 0.63
N -0.07746 1.51696 -0.16087 0.460 2.593 -0.091 -0.39
N 0.93188 4.03842 -1.46817 -1.448 2.297 0.338 0.30
O 0.27261 4.49471 -2.30757 1.677 -1.847 1.013 -0.21

# 20
8
Properties=species:S:1:pos:R:3:forces:R:3:mulliken_charge:R:1 method="wB97M-V/def2-TZVPD" orbital_gap_ev="7.55 / 7.75" fmax_ha_per_bohr=0.0621 e_lumo_ev="4.1 / 4.3" spin_multiplicity=1 energy_ev=-9989.004 total_charge=-1
N -0.88777 -0.03223 1.07333 0.307 -0.387 0.838 0.00
N 0.76717 -1.03037 -1.76853 -3.088 0.135 0.606 0.16
C 0.22847 0.02067 0.45388 1.255 -0.953 -2.775 0.43
N -0.41419 -1.00912 -1.47724 1.580 0.209 -0.010 -0.39
H -1.26854 1.86173 1.28488 0.345 -0.424 -0.492 0.17
N 1.78854 -0.66260 -1.15384 1.936 0.404 -0.130 -0.45
N 1.42963 -0.05365 0.14440 -1.024 0.032 1.282 -0.32
N -1.64331 0.90558 1.44313 -1.311 0.984 0.680 -0.60